Entry 1:
Formula: C22H15Cl4N3O3OsSe2
Source: OMol25
Level of theory: ωB97M-V/def2-TZVPD

## Properties
- energy relative to the best compared isomer or geometry (same formula, charge and spin) (kcal/mol) = 13.85
- gap between HOMO and LUMO (spin up / spin down) (eV) = 5.518 / 5.398

```
! wB97M-V def2-TZVPD RIJCOSX def2/J DEFGRID3
* xyz 2 1
Os 0.02 -0.20 -0.26
Se 3.25 -1.70 0.73
Se 1.64 -2.55 2.15
C 0.33 -3.09 0.90
C -0.30 -4.30 1.12
C -1.19 -4.79 0.17
C -1.34 -4.10 -1.01
C -0.70 -2.89 -1.15
N 0.06 -2.32 -0.18
C 2.81 0.11 1.16
C 3.81 0.98 1.56
C 3.46 2.28 1.89
C 2.13 2.66 1.88
C 1.19 1.74 1.47
N 1.51 0.48 1.06
H -0.09 -4.85 2.02
H -1.71 -5.73 0.34
H -1.95 -4.48 -1.82
H -0.77 -2.33 -2.07
H 4.82 0.62 1.66
H 4.22 2.99 2.20
H 1.82 3.65 2.17
H 0.14 1.99 1.46
Cl 3.72 3.35 -4.69
C 2.60 2.88 -3.50
C 1.64 3.86 -3.02
Cl 1.67 5.43 -3.65
C 0.71 3.52 -2.07
Cl -0.43 4.64 -1.46
C 0.68 2.20 -1.58
O -0.14 1.78 -0.68
C 1.63 1.23 -2.07
O 1.54 0.05 -1.58
C 2.61 1.60 -3.01
Cl 3.76 0.44 -3.50
O -1.79 -0.33 -1.74
C -3.02 -0.03 -1.04
C -2.89 -0.30 0.42
C -4.02 -0.49 1.19
C -3.90 -0.66 2.56
C -2.63 -0.63 3.13
C -1.54 -0.46 2.30
N -1.67 -0.30 0.96
H -1.82 0.13 -2.59
H -3.83 -0.62 -1.46
H -3.27 1.03 -1.16
H -5.00 -0.50 0.72
H -4.78 -0.79 3.18
H -2.48 -0.75 4.19
H -0.54 -0.43 2.69
*
```

These are the Mulliken partial charges, in e, on atoms 1 to 6: number 1, Os, carries 1.594; number 2, Se, carries 0.053; number 3, Se, carries 0.084; number 4, C, carries 0.368; number 5, C, carries -0.829; number 6, C, carries -0.384

Entry 2:
Formula: C7H11N
Source: OMol25
Level of theory: ωB97M-V/def2-TZVPD

## Properties
- energy relative to the best compared isomer or geometry (same formula, charge and spin) (kcal/mol) = 93.75
- gap between HOMO and LUMO (eV) = 10.444
- SMILES = C#C[C@H](C)/N=C/CC

```
! wB97M-V def2-TZVPD RIJCOSX def2/J DEFGRID3
* xyz 0 1
C 2.35 1.95 -0.47
C 2.06 0.80 -0.24
C 1.61 -0.43 0.35
C 2.56 -1.66 0.01
N 0.21 -0.82 -0.07
C -0.63 0.05 -0.23
C -2.05 -0.11 -0.51
C -2.95 0.55 0.48
H 2.34 2.90 -0.76
H 1.40 -0.31 1.37
H 2.67 -1.61 -1.02
H 1.99 -2.46 0.33
H 3.46 -1.41 0.55
H -0.58 1.18 0.04
H -2.29 0.46 -1.48
H -2.59 -1.11 -0.71
H -3.97 0.35 0.27
H -2.81 1.57 0.61
H -2.76 0.09 1.49
*
```

These are the Mulliken partial charges, in e, on atoms 1 to 6: number 1, C, carries -0.041; number 2, C, carries -0.719; number 3, C, carries 0.346; number 4, C, carries -1.311; number 5, N, carries -0.483; number 6, C, carries -0.024

Entry 3:
Formula: C44H60F7IN19O6S2
Source: OMol25
Level of theory: ωB97M-V/def2-TZVPD

## Properties
- gap between HOMO and LUMO (eV) = 7.409

```
! wB97M-V def2-TZVPD RIJCOSX def2/J DEFGRID3
* xyz -1 1
O 4.14 -3.33 1.73
C 4.88 -2.47 2.11
O 5.47 -2.55 3.34
C 5.18 -1.23 1.32
C 3.91 -0.34 1.48
N 4.30 1.05 1.47
S 4.59 1.69 -0.10
C 3.67 1.82 2.51
I 4.51 3.84 2.49
C 4.10 1.25 3.93
O 5.03 0.44 3.97
O 3.45 1.69 4.87
S 1.84 2.10 2.35
O 1.48 3.13 3.29
O 1.48 2.55 1.02
C 0.77 0.67 2.90
F 1.27 0.08 3.96
F -0.37 1.22 3.28
C 0.40 -0.46 1.90
F -0.73 -1.01 2.37
F 1.27 -1.44 1.87
C 0.07 -0.07 0.44
F -0.57 -1.11 -0.11
F 1.12 0.14 -0.29
F -0.77 0.94 0.38
H 4.90 -2.12 3.99
H 5.44 -1.42 0.29
H 6.00 -0.73 1.83
H 3.50 -0.62 2.45
H 3.25 -0.63 0.67
H 3.60 2.58 -0.36
C 1.63 3.39 6.97
C 2.64 4.37 6.61
N 3.46 5.12 6.32
H 0.76 3.51 6.34
H 2.03 2.39 6.84
H 1.33 3.53 8.01
C -2.74 -3.22 -1.64
C -2.76 -4.41 -2.48
N -2.78 -5.35 -3.14
H -1.77 -3.13 -1.14
H -2.91 -2.33 -2.24
H -3.52 -3.29 -0.89
C -3.68 -1.29 -5.87
C -4.30 -1.60 -4.59
N -4.79 -1.84 -3.58
H -2.60 -1.27 -5.77
H -3.95 -2.05 -6.60
H -4.02 -0.33 -6.21
C -3.82 3.14 -5.95
C -3.12 2.01 -6.54
N -2.56 1.12 -7.00
H -4.35 2.81 -5.05
H -3.11 3.92 -5.67
H -4.53 3.54 -6.65
C 1.95 -5.90 4.18
C 2.35 -4.51 4.33
N 2.70 -3.43 4.55
H 2.83 -6.54 4.15
H 1.33 -6.20 5.03
H 1.38 -6.04 3.27
C -4.06 1.11 -0.27
C -3.94 1.21 -1.72
N -3.85 1.28 -2.86
H -4.39 2.06 0.14
H -4.78 0.34 -0.01
H -3.09 0.86 0.16
C -2.13 4.38 -2.63
C -1.88 5.70 -3.21
N -1.69 6.74 -3.67
H -1.49 3.65 -3.11
H -1.92 4.40 -1.57
H -3.17 4.10 -2.79
C 7.46 5.84 4.98
C 7.14 5.81 3.56
N 6.86 5.78 2.44
H 8.50 6.10 5.12
H 6.83 6.57 5.48
H 7.27 4.86 5.42
C 0.04 -0.81 -4.02
C 1.37 -1.40 -3.96
N 2.42 -1.88 -3.91
H 0.08 0.15 -4.54
H -0.63 -1.48 -4.56
H -0.35 -0.65 -3.02
C -1.49 6.59 5.58
C -1.42 5.25 6.16
N -1.37 4.20 6.61
H -2.05 7.25 6.23
H -0.48 6.98 5.45
H -1.97 6.54 4.60
C -2.96 5.17 -9.41
C -4.07 5.32 -8.47
N -4.94 5.43 -7.73
H -2.17 4.57 -8.95
H -3.30 4.66 -10.31
H -2.57 6.15 -9.67
C -6.72 -4.60 -4.67
C -7.14 -4.61 -6.07
N -7.47 -4.62 -7.17
H -5.65 -4.38 -4.61
H -7.27 -3.83 -4.13
H -6.92 -5.57 -4.22
C 4.20 -4.90 7.81
C 3.22 -5.99 7.76
N 2.45 -6.84 7.67
H 4.42 -4.64 8.85
H 5.11 -5.19 7.31
H 3.79 -4.03 7.31
C 0.09 -2.39 6.45
C -0.45 -2.07 7.78
N -0.87 -1.82 8.82
H 1.17 -2.47 6.50
H -0.33 -3.33 6.10
H -0.17 -1.60 5.75
C 0.60 -5.15 -3.94
C 1.79 -6.00 -3.97
N 2.72 -6.68 -3.99
H -0.30 -5.75 -4.02
H 0.57 -4.59 -3.00
H 0.62 -4.44 -4.76
C 4.40 -0.09 6.52
C 4.96 -1.44 6.65
N 5.41 -2.49 6.76
H 3.93 0.21 7.45
H 5.18 0.61 6.27
H 3.65 -0.08 5.72
C 0.09 -2.89 -7.99
C -0.53 -3.20 -6.70
N -1.01 -3.45 -5.69
H 1.18 -2.87 -7.87
H -0.17 -3.65 -8.72
H -0.25 -1.92 -8.33
C -8.12 2.31 -6.00
C -6.95 1.44 -6.06
N -6.02 0.76 -6.10
H -9.03 1.71 -6.07
H -8.12 2.86 -5.05
H -8.09 3.02 -6.82
*
```

These are the Mulliken partial charges, in e, on atoms 1 to 6: number 1, O, carries -0.550; number 2, C, carries 0.420; number 3, O, carries -0.491; number 4, C, carries -0.553; number 5, C, carries -0.626; number 6, N, carries 0.432

Entry 4:
Formula: C8H21N3
Source: OMol25
Level of theory: ωB97M-V/def2-TZVPD

## Properties
- energy relative to the best compared isomer or geometry (same formula, charge and spin) (kcal/mol) = 182.59
- gap between HOMO and LUMO (eV) = 8.805
- SMILES = CNCCCNCCCNC

```
! wB97M-V def2-TZVPD RIJCOSX def2/J DEFGRID3
* xyz 0 1
C -1.66 2.63 -0.40
N -1.35 1.15 -0.23
C -2.59 0.39 0.03
C -2.31 -1.06 0.47
C -1.51 -1.94 -0.60
N -0.23 -1.58 -0.64
C 0.69 -1.62 0.45
C 2.08 -1.28 -0.02
C 2.58 -0.02 -0.90
N 2.14 1.28 -0.57
C 2.24 1.16 1.08
H -0.75 3.19 -0.53
H -2.35 2.90 0.53
H -2.06 2.49 -1.42
H -0.72 0.76 0.78
H -3.22 0.55 -0.97
H -3.15 0.70 1.05
H -3.08 -1.42 1.31
H -1.31 -0.94 1.25
H -2.13 -2.08 -1.42
H -1.55 -2.94 -0.20
H 0.05 -0.77 -1.08
H 0.54 -0.64 1.14
H 0.37 -2.70 0.85
H 2.77 -1.16 0.82
H 2.19 -2.19 -0.51
H 2.38 -0.10 -2.05
H 3.70 -0.15 -0.83
H 1.17 1.39 -1.28
H 3.29 1.97 1.00
H 1.37 2.11 1.43
H 2.43 -0.08 1.48
*
```

These are the Mulliken partial charges, in e, on atoms 1 to 6: number 1, C, carries -0.976; number 2, N, carries -0.095; number 3, C, carries -0.349; number 4, C, carries -0.422; number 5, C, carries -1.150; number 6, N, carries -0.168

Entry 5:
Formula: C10H40N14O10
Source: OMol25
Level of theory: ωB97M-V/def2-TZVPD

## Properties
- energy relative to the best compared isomer or geometry (same formula, charge and spin) (kcal/mol) = 5.87
- gap between HOMO and LUMO (spin up / spin down) (eV) = 1.529 / 8.270

```
! wB97M-V def2-TZVPD RIJCOSX def2/J DEFGRID3
* xyz -1 2
C -1.06 5.40 -0.33
O -2.33 4.85 -0.74
H -1.17 5.68 0.72
H -0.39 4.55 -0.46
H -0.77 6.16 -1.06
H -2.41 3.90 -0.63
C -3.32 -1.73 -1.94
O -2.87 -3.07 -2.36
H -4.41 -1.71 -1.84
H -2.85 -1.45 -1.00
H -2.89 -1.05 -2.67
H -2.80 -3.23 -3.30
C 3.71 2.15 -0.15
O 2.44 2.77 0.17
H 3.61 1.83 -1.18
H 4.54 2.85 -0.10
H 3.86 1.22 0.41
H 1.96 2.21 0.79
C -0.02 0.10 -0.32
O 0.98 -0.59 -0.22
N -0.63 0.84 0.60
N -0.62 0.05 -1.46
H -0.13 1.08 1.45
H -1.46 1.34 0.31
H 0.11 -0.36 -2.02
H -1.26 0.80 -1.67
C -3.77 2.20 -1.78
O -3.04 1.72 -0.97
N -4.02 1.76 -2.95
N -4.53 3.22 -1.58
H -3.26 1.15 -3.19
H -4.98 1.70 -3.26
H -4.66 3.57 -0.64
H -5.29 3.25 -2.24
C 1.52 0.47 3.17
O 0.85 1.43 3.37
N 2.73 0.63 2.78
N 1.18 -0.76 3.34
H 3.06 1.56 2.99
H 3.33 -0.11 3.13
H 1.73 -1.50 2.92
H 0.41 -0.88 3.99
C -0.52 -5.00 -0.27
O -1.33 -5.82 -0.59
N -0.57 -3.73 -0.52
N 0.55 -5.19 0.42
H -0.12 -2.96 -0.03
H -1.16 -3.38 -1.26
H 0.95 -4.34 0.79
H 0.66 -6.06 0.91
C -3.00 1.96 4.34
O -3.93 2.27 5.14
N -1.73 2.10 4.71
N -3.11 1.46 3.19
H -0.88 1.87 4.20
H -1.65 2.60 5.58
H -4.03 1.26 2.81
H -2.25 1.20 2.74
C 3.43 -2.75 1.26
O 2.55 -2.95 2.08
N 3.56 -1.87 0.33
N 4.53 -3.41 1.26
H 2.75 -1.29 0.17
H 4.38 -1.88 -0.26
H 5.21 -3.30 0.52
H 4.56 -4.03 2.05
C 1.97 -1.41 -3.78
O 0.77 -1.50 -3.91
N 2.83 -1.32 -4.77
N 2.58 -1.32 -2.59
H 2.64 -1.43 -5.75
H 3.77 -1.59 -4.55
H 3.43 -0.79 -2.56
H 2.05 -1.38 -1.73
*
```

These are the Mulliken partial charges, in e, on atoms 1 to 6: number 1, C, carries -0.379; number 2, O, carries -0.550; number 3, H, carries 0.241; number 4, H, carries 0.088; number 5, H, carries 0.239; number 6, H, carries 0.308

Summary of energy in Eh
-7971.11921, -327.93858, -4997.43141, -481.27398, -1924.08584
(order as listed above)